Entry 1:
Below is a 3-piece molecular cluster, C20H42BF6N2O6 overall, with properties calculated with ωB97M-V with the def2-TZVPD basis set.

Structure (XYZ):
```
77
Properties=species:S:1:pos:R:3:forces:R:3
H 1.287698 0.251667 0.960639 0.05 0.00 -0.02
C -0.171849 -1.131275 2.782390 0.03 0.02 0.11
H 9.810384 3.200949 -1.633358 -0.05 0.02 -0.01
H -0.945846 0.426789 -0.141880 0.02 0.01 0.01
H 2.845162 2.071351 1.489599 -0.02 0.06 0.01
H 6.304661 4.604612 1.600120 0.05 -0.04 -0.04
C -6.670734 -1.671133 -1.691546 -0.23 0.30 -0.26
C -4.907026 -3.851326 -3.718992 -0.03 0.09 0.05
H -0.419046 3.017175 3.076859 0.03 0.00 0.04
C -1.828425 0.398550 0.505697 -0.12 -0.04 -0.05
C -6.613080 -4.318982 -0.876277 0.22 -0.12 -0.20
H -2.715471 0.558904 -0.108002 0.01 -0.01 0.00
C 9.597409 3.137663 -0.561599 0.08 0.03 0.01
C 9.016318 0.939201 -1.290889 0.02 -0.02 0.04
B -5.735237 -2.961334 -1.217667 0.03 -0.04 0.60
H -4.324654 -3.345664 0.537207 -0.12 0.08 -0.10
H -6.547222 -2.839718 1.542964 0.06 0.16 -0.10
C -0.788511 -1.537117 1.448487 0.00 -0.15 -0.04
N 7.312329 3.911273 -0.994735 0.00 -0.10 0.08
C -4.919634 -2.503296 0.149757 0.19 0.11 0.12
H -6.399871 -4.671157 0.148682 0.01 0.06 -0.11
H 7.075968 2.927780 -1.010614 0.00 0.01 0.01
C 6.142511 4.678871 -0.583193 0.03 0.00 -0.11
C 1.931774 1.940114 2.073167 0.09 -0.05 -0.05
H -8.248101 -6.059357 -1.666925 -0.05 0.09 0.02
H 9.839911 0.964995 -2.011262 0.00 -0.01 -0.02
C -4.541823 -3.276048 -2.303032 0.11 0.10 -0.17
O 9.260128 1.804889 -0.201942 -0.07 -0.01 -0.02
H 6.224215 1.610150 0.393420 0.07 0.03 0.02
H -1.765993 1.220016 1.228793 0.07 0.01 -0.02
H 4.766080 5.165937 0.956299 0.00 -0.02 0.02
F -6.143870 -4.362805 -3.760212 -0.09 -0.06 0.09
H 10.507447 3.404210 -0.016778 0.01 -0.02 -0.01
H -0.951404 -1.225397 3.541739 0.01 -0.02 0.00
H -9.737429 -5.225208 -1.167473 0.15 0.07 -0.05
C -5.840628 -2.052959 1.248861 -0.02 0.04 0.08
H -0.072518 -1.461544 0.618627 0.02 0.06 0.03
F -3.795521 -2.130285 -2.577596 -0.04 -0.28 0.04
H 0.948725 4.153508 3.079100 -0.01 0.01 0.02
C 1.510517 0.487698 2.010280 -0.10 -0.01 0.04
N 0.401019 0.206574 2.906883 -0.04 0.09 -0.06
H 8.934701 -0.068936 -0.888521 0.00 0.01 0.01
O 4.959641 3.169321 0.973088 0.10 -0.05 -0.03
H -6.026936 -0.780758 -1.617106 -0.08 -0.11 -0.04
H -8.942080 -4.771226 -2.696123 0.07 -0.07 0.13
H 6.388165 5.743310 -0.665473 0.01 0.01 0.02
F -3.621267 -4.177310 -1.786912 -0.20 0.10 -0.06
H 8.869361 5.127226 -0.339932 -0.02 0.02 0.02
H 8.086267 1.180024 -1.817214 0.02 0.03 -0.03
H -6.320736 -5.154947 -1.530722 -0.12 0.07 0.08
H -0.341848 4.311545 1.869308 0.00 -0.01 -0.01
H -1.068262 -2.590773 1.529938 0.00 0.01 -0.03
H -0.329333 0.890857 2.757771 -0.01 -0.02 -0.04
H 2.144112 2.234226 3.106831 -0.04 -0.03 0.02
H 0.609277 -1.858253 3.033629 0.01 0.00 -0.02
O 0.945697 2.796959 1.508212 -0.05 0.01 0.04
F -4.079670 -4.830482 -4.114215 0.22 -0.15 -0.02
H 5.267878 1.371065 1.856642 0.00 0.01 0.01
C 5.565297 4.435662 0.806752 -0.08 0.11 0.04
F -5.130772 -1.717239 2.445398 -0.10 -0.08 -0.21
H 6.679190 2.446755 1.898867 0.02 0.00 -0.01
O -8.291213 -2.194379 -3.424836 0.51 0.32 0.21
H -4.200765 -1.696759 -0.054942 -0.13 -0.09 0.02
C 8.500839 4.108388 -0.180980 -0.09 -0.02 -0.03
C -8.762285 -5.087062 -1.656471 -0.06 -0.01 -0.15
O -1.977176 -0.854615 1.131634 0.04 0.12 0.06
H -6.397859 -1.146086 0.981657 0.09 -0.18 0.05
C 0.254392 3.599289 2.437965 0.00 0.00 -0.05
O -8.030429 -4.114039 -0.963244 -0.13 -0.08 0.14
H -6.641502 -1.135232 -3.828872 0.03 -0.16 0.03
H 5.348929 4.480139 -1.307046 0.00 0.03 0.00
F -4.858772 -2.909321 -4.673810 0.01 0.19 -0.05
H 8.313732 3.990498 0.895526 0.04 0.02 0.02
C 5.837800 2.107054 1.288181 -0.12 -0.04 0.02
H -7.503668 -1.551869 -0.986133 0.14 -0.25 -0.08
C -7.243927 -1.681540 -3.065315 -0.45 -0.12 -0.05
H 2.364860 -0.129762 2.310870 -0.01 -0.03 -0.02
```
Forces are in eV/Å.

Values from the calculation:
- strongest force on any atom (eV Å⁻¹) = 0.6
- charge = -1
- total energy (Eh) = -1972.213981
- orbital gap (eV) = 7.301
- LUMO energy (eV) = 1.93



Entry 2:
Below is a 2-piece molecular cluster, C8H14BN overall, with properties calculated with ωB97M-V with the def2-TZVPD basis set.

Structure (XYZ):
```
24
Properties=species:S:1:pos:R:3:forces:R:3
H -0.728589 -1.917913 1.640500 1.36 -0.03 -0.33
H -2.407101 1.572175 -1.442156 -0.92 0.55 -0.84
C 1.231957 0.921930 0.475528 -0.32 -1.53 1.03
C -2.614456 -0.496342 -0.156271 1.47 -1.73 1.76
C -1.451636 1.237141 -1.117798 0.96 0.38 -0.73
H 3.638616 0.219417 -1.646829 1.55 -0.51 -2.39
N -1.680339 0.564627 0.096235 2.63 -1.54 2.20
H 1.143129 1.044785 -1.790256 0.57 -0.47 1.03
C 2.411887 0.613181 1.288214 -0.11 0.32 1.95
H -2.688943 -1.055067 0.826233 0.78 -0.51 -1.19
B 0.271496 -0.352232 0.652908 -2.87 2.71 -1.74
H -0.037867 -2.512253 0.161176 0.18 0.72 0.18
H 1.144401 -2.250822 1.477577 -0.99 0.46 -0.14
H -1.041113 0.532254 -1.856739 -0.09 0.22 -0.57
H -0.796280 2.126356 -1.092326 -0.15 -0.38 0.36
H 0.724642 1.831776 0.706261 -0.57 0.56 0.17
C 3.433693 0.232320 0.504358 -0.08 0.30 -0.40
H -3.655538 -0.327614 -0.167441 -1.46 1.53 -0.92
C 1.714469 0.759524 -0.873778 0.23 0.09 -3.04
C 0.217671 -1.830495 1.003856 -0.54 -1.02 0.54
C 3.011486 0.335049 -0.858881 -2.53 0.75 1.94
H -2.323442 -1.073606 -1.077167 -0.39 -0.21 0.84
H 4.446990 -0.000782 0.696050 0.68 -0.38 0.85
H 2.309788 0.717790 2.378707 0.58 -0.26 -0.56
```
Forces are in eV/Å.

Values from the calculation:
- strongest force on any atom (eV Å⁻¹) = 4.3
- relative energy (zero: lowest compared OMol25 entry of this formula, charge and spin) (kJ/mol) = 364.8
- total energy (Eh) = -392.676366
- orbital gap (eV) = 7.929
- LUMO energy (eV) = 0.51



Entry 3:
Below is C32H27BrN6O4SSr as an isolated structure, with properties calculated with ωB97M-V with the def2-TZVPD basis set.

Structure (XYZ):
```
72
Properties=species:S:1:pos:R:3:forces:R:3
C 2.756032 4.618576 -2.744135 0.44 -0.06 0.03
C -3.461960 1.943582 1.122278 -0.42 -0.03 -0.02
H -1.905774 1.566808 -5.513095 0.02 -0.03 0.00
H -0.105763 -2.715410 0.872601 0.05 -0.02 -0.03
N 0.860989 -1.840016 -1.373382 0.26 -0.28 0.70
C 3.666700 -1.817513 2.260880 -0.13 0.05 -0.16
C -1.262462 0.911014 -3.575966 0.20 -0.17 0.22
N 1.308799 2.546901 -1.616925 0.13 0.62 -0.26
H -7.634024 -0.401525 1.709784 0.04 0.01 0.00
H -7.462243 0.373169 3.283230 0.03 0.01 -0.03
N 2.782471 0.695983 -0.278701 -0.27 -1.42 1.25
C -1.075535 1.320887 2.779545 0.18 0.46 -0.91
H 3.193666 -2.257460 3.127696 0.00 -0.03 0.00
H -0.661863 -0.261973 -6.680798 -0.01 0.00 0.02
C -7.388590 0.537510 2.205406 0.10 -0.01 0.00
N -0.568000 0.044326 -2.834360 -0.22 0.34 -0.11
N -0.758588 2.183842 1.558096 -0.98 -0.47 2.41
C 0.056977 -1.096684 -4.834548 -0.02 -0.03 -0.42
C 2.634560 2.553197 -1.596181 0.33 -1.04 0.49
H -4.035517 3.781818 2.061458 0.00 -0.04 -0.04
C 3.585605 -0.321287 0.398162 -0.96 0.86 -0.37
C 0.733573 -1.987862 -2.616157 -0.30 0.40 -0.56
C 5.548843 -1.599217 0.767433 -0.01 -0.06 0.07
H 5.317892 -0.190835 -0.850085 -0.03 -0.02 0.06
H 5.494930 -2.903701 2.477553 0.00 0.04 -0.03
H 3.333491 5.424038 -3.179706 -0.01 -0.02 0.01
O -1.065018 -0.944672 3.494233 -0.07 -0.07 0.26
C 1.213753 -4.371498 1.286759 -0.07 0.13 0.01
C 2.969042 -0.897515 1.487994 -0.11 -0.23 0.43
H -0.395967 3.585410 -2.137660 0.02 -0.08 0.01
H 4.477674 3.471871 -2.080222 -0.05 0.01 -0.04
O -1.637949 2.133360 -0.747634 -1.38 1.34 0.60
C -4.341386 2.774002 1.814486 -0.02 -0.15 0.02
C 4.952366 -2.169513 1.893480 0.21 -0.10 -0.09
C -3.852407 0.652764 0.774996 0.12 0.08 0.10
C -1.325164 0.838771 -4.962100 -0.07 0.09 0.03
H -0.376952 1.526844 3.584901 0.19 0.29 -0.09
H 6.553019 -1.885135 0.481443 -0.01 -0.02 0.02
H -1.789956 1.686652 -3.031139 0.04 -0.04 0.04
H 0.837859 5.466608 -3.207516 0.00 0.00 0.02
C 4.866809 -0.659321 0.016068 0.40 -0.09 -0.14
Br 3.039101 -6.470550 1.923455 -0.04 0.02 0.00
C 3.032941 -4.668316 -0.266288 0.05 0.10 -0.13
C -6.010420 1.022087 1.825365 -0.03 -0.02 -0.04
H -3.176047 -0.011384 0.247171 -0.03 0.12 0.05
N 3.417813 1.473179 -0.952868 0.42 1.84 -1.51
C 0.062749 -0.948919 -3.465305 0.25 -0.40 0.70
C 2.551783 -3.607131 -1.025667 0.35 -0.20 -0.06
H 1.043701 -2.904673 -3.125931 -0.01 -0.01 -0.06
Sr 0.080884 0.857907 -0.128242 2.73 -2.47 -2.39
C -0.642822 -0.175257 -5.601650 0.08 -0.12 -0.14
S -1.912010 2.660320 0.646745 -1.01 0.92 -0.35
H 0.703438 -4.655860 2.196710 0.00 -0.01 0.00
C -5.118911 0.206533 1.132337 0.01 -0.04 0.01
C 1.381971 4.645185 -2.762456 -0.37 -0.03 -0.01
H -8.149780 1.271017 1.935674 0.03 0.01 0.00
C 0.686209 3.590194 -2.183404 0.32 -0.26 0.17
H -6.278574 2.964673 2.700349 0.04 -0.04 -0.05
C -0.998523 -0.198917 2.538165 0.37 -0.42 -1.65
H 3.092218 -3.283922 -1.910145 -0.03 -0.04 0.07
C 0.749922 -3.296965 0.540055 -0.06 -0.14 0.27
O -0.820306 -0.566028 1.280079 -0.87 -0.65 2.54
C 2.352478 -5.046457 0.876447 0.03 0.06 0.00
H -2.064738 1.498062 3.193963 -0.16 0.25 -0.05
C 1.411451 -2.937752 -0.625349 -0.46 0.61 -0.28
C -5.599730 2.309783 2.161881 0.00 0.02 0.05
H -5.416934 -0.803684 0.869687 0.02 0.07 -0.01
C 3.399807 3.541335 -2.143533 0.51 0.69 -0.35
O -2.146205 4.087260 0.658021 0.25 -0.12 -0.24
H 0.583085 -1.927562 -5.288767 -0.02 0.04 -0.02
H 1.951830 -0.632652 1.758182 0.01 0.00 -0.05
H 3.937486 -5.185702 -0.555156 -0.01 0.01 -0.02
```
Forces are in eV/Å.

Values from the calculation:
- strongest force on any atom (eV Å⁻¹) = 4.4
- relative energy (zero: lowest compared OMol25 entry of this formula, charge and spin) (kJ/mol) = 54.4
- total energy (Eh) = -4868.106150
- orbital gap (eV) = 7.071
- LUMO energy (eV) = -1.02



What is the formula in the second record? C8H14BN



Which value of strongest force on any atom does entry 2 give? 4.3 eV Å⁻¹